Entry 1:
31
Properties=species:S:1:pos:R:3:lowdin_charge:R:1 method="wB97M-V/def2-TZVPD" homo_energy_ev=-13.57 lumo_ev=-4.326 charge=+1 energy_ha=-1583.4590
C 0.20 2.79 2.28 0.025
C 1.06 1.57 2.26 -0.460
O 2.00 1.36 2.95 0.186
O 0.64 0.54 1.37 -0.018
C 0.90 0.78 0.01 -0.127
N 0.12 -0.22 -0.73 -0.027
C 0.47 -1.48 -0.83 -0.477
C 1.69 -2.13 -0.23 -0.108
C 3.05 -1.51 -0.52 -0.178
F 3.41 -0.65 0.48 -0.025
S -0.62 -2.47 -1.67 1.134
C -1.50 -1.01 -2.31 -0.348
C -1.20 0.10 -1.30 -0.294
P -2.51 0.30 -0.02 0.457
O -2.24 1.34 0.96 -0.220
O -2.80 -1.16 0.56 -0.094
O -3.71 0.51 -1.04 -0.088
H 0.83 3.65 2.48 0.102
H -0.54 2.68 3.08 0.109
H -0.37 2.93 1.36 0.064
H 1.96 0.64 -0.20 0.131
H 0.59 1.77 -0.33 0.154
H 1.55 -2.21 0.85 0.154
H 1.71 -3.15 -0.62 0.115
H 3.07 -0.96 -1.47 0.134
H 3.80 -2.30 -0.56 0.134
H -1.05 -0.80 -3.28 0.099
H -2.56 -1.19 -2.43 0.093
H -1.16 1.05 -1.84 0.152
H -2.22 -1.38 1.30 0.106
H -4.56 0.63 -0.59 0.118

---

Entry 2:
30
Properties=species:S:1:pos:R:3:lowdin_charge:R:1 method="wB97M-V/def2-TZVPD" homo_energy_ev=-10.26 lumo_ev=-5.597 charge=+1 energy_ha=-1415.6142
O -2.29 -2.55 0.80 0.072
C -2.34 -2.18 -0.36 -0.354
O -2.02 -0.92 -0.69 -0.043
C -1.66 -0.69 -2.05 -0.235
C -0.23 -0.21 -2.15 -0.311
C 0.88 -1.16 -1.69 -0.750
I 0.51 -3.19 -2.33 0.871
C 0.98 -1.19 -0.14 -0.308
C 1.95 -0.10 0.12 -0.330
C 1.45 1.22 0.73 -0.225
C 0.72 1.08 2.06 -0.191
S -0.74 2.12 2.04 0.569
O -1.88 1.33 1.78 -0.237
O -0.46 3.23 1.21 -0.260
O -0.82 2.68 3.52 -0.127
H -2.68 -2.85 -1.16 0.137
H -1.89 -1.52 -2.70 0.081
H -2.30 0.12 -2.41 0.130
H -0.06 0.06 -3.18 0.089
H -0.15 0.71 -1.58 0.096
H 0.04 -1.15 0.39 0.106
H 1.44 -2.12 0.16 0.081
H 2.79 -0.48 0.68 0.136
H 2.27 0.08 -0.88 -0.177
H 2.31 1.86 0.92 0.114
H 0.84 1.74 0.00 0.085
H 0.47 0.06 2.33 0.115
H 1.35 1.46 2.85 0.108
H -1.03 1.92 4.08 0.103
Sr 3.11 0.97 -2.15 1.655

---

Entry 3:
26
Properties=species:S:1:pos:R:3:lowdin_charge:R:1 method="wB97M-V/def2-TZVPD" homo_energy_ev="-7.87 / -12.85" lumo_ev="-2.405 / -6.676" charge=+1 de_lowest_kcal_mol=0.0 spin_multiplicity=5 energy_ha=-882.8310
C -2.77 0.54 -1.62 -0.309
C -3.14 1.66 -2.34 -0.132
C -2.37 2.84 -2.45 -0.088
C -1.15 3.09 -1.79 -0.148
C -0.48 2.18 -1.00 -0.235
Pt -1.07 0.33 -0.69 0.963
P -1.53 -1.87 -0.42 0.652
H -3.48 -0.31 -1.56 0.018
H -4.09 1.59 -2.88 0.119
H -2.77 3.63 -3.08 0.110
H 0.46 2.51 -0.52 0.049
H -0.69 4.08 -1.93 0.119
H -0.56 -2.75 -0.98 -0.073
H -2.74 -2.35 -1.01 -0.073
H -1.64 -2.33 0.93 -0.076
C 2.56 -0.54 3.13 0.001
N 2.40 -0.98 1.74 -0.135
C 3.17 -2.14 1.26 0.001
C 1.45 -0.48 1.01 -0.260
N 0.54 -0.14 0.35 -0.130
H 3.39 -1.10 3.57 0.090
H 1.64 -0.72 3.70 0.115
H 2.78 0.54 3.16 0.112
H 2.50 -2.98 1.04 0.110
H 3.70 -1.87 0.34 0.112
H 3.88 -2.42 2.04 0.088

---

Entry 4:
25
Properties=species:S:1:pos:R:3:lowdin_charge:R:1 method="wB97M-V/def2-TZVPD" homo_energy_ev=-12.95 lumo_ev=-3.436 charge=+1 de_lowest_kcal_mol=146.3 energy_ha=-477.0638
H -5.29 0.24 -1.03 0.019
N -4.57 0.70 -0.63 0.193
C -3.49 0.13 -0.39 -0.352
N -2.53 -0.90 -0.47 0.265
C -2.17 0.21 0.12 -0.121
C -0.93 0.80 0.73 0.019
N 0.39 0.05 0.18 -0.265
C 0.32 0.15 -1.30 0.030
C 1.40 0.96 0.75 -0.135
C 2.12 1.80 0.06 0.094
C 0.52 -1.37 0.60 -0.161
C 1.84 -1.92 0.18 -0.051
H -0.91 1.85 0.55 0.142
H -0.97 0.56 1.78 0.139
H 0.25 -0.86 -1.64 0.108
H -0.43 0.82 -1.61 0.106
H 1.28 0.44 -1.60 0.082
H 1.39 0.73 1.85 0.160
H 2.81 2.51 0.54 0.101
H 2.05 2.27 -0.87 0.072
H 0.68 -1.34 1.77 0.174
H -0.46 -1.74 0.35 0.112
H 2.56 -1.12 0.22 0.078
H 2.21 -2.74 0.75 0.089
H 1.92 -2.23 -0.87 0.102

---

Entry 5:
25
Properties=species:S:1:pos:R:3:lowdin_charge:R:1 method="wB97M-V/def2-TZVPD" homo_energy_ev="-12.35 / -11.33" lumo_ev="-3.659 / -4.736" charge=+1 de_lowest_kcal_mol=141.8 energy_ha=-477.0710
C 2.55 0.66 0.31 -0.055
C 1.84 -0.80 1.62 -0.082
C 0.00 0.53 -1.82 -0.211
C 0.47 1.52 -0.77 -0.093
C -1.07 -0.30 -1.33 -0.180
C -0.57 -0.41 1.47 -0.104
C -1.04 -1.77 -1.58 -0.102
C -1.54 0.55 1.99 -0.081
N 2.94 -0.32 1.11 0.130
N 1.21 0.79 0.22 0.031
N 0.76 -0.17 1.13 -0.006
H 3.31 1.12 -0.29 0.149
H 1.85 -1.61 2.50 0.210
H -0.55 1.15 -2.65 0.176
H 0.73 -0.06 -2.40 0.137
H 1.22 2.17 -1.13 0.129
H -0.43 1.98 -0.40 0.134
H -1.88 0.21 -0.77 0.104
H -0.89 -1.46 1.58 0.136
H -0.54 -2.43 -0.76 0.101
H -0.57 -2.01 -2.62 0.115
H -2.12 -1.96 -1.61 0.081
H -2.53 0.77 1.26 0.148
H -1.13 1.56 2.08 0.080
H -2.02 0.29 2.88 0.053

---

Entry 6:
26
Properties=species:S:1:pos:R:3:lowdin_charge:R:1 method="wB97M-V/def2-TZVPD" homo_energy_ev=-13.00 lumo_ev=-3.341 charge=+1 de_lowest_kcal_mol=103.1 energy_ha=-552.3357 smiles="C/C1=N/C(=O)N[C@@H]2C[C@@H]2[N@@H+](C)C1"
C 2.72 -1.04 1.74 -0.011
C 1.48 -0.38 1.20 -0.272
N 0.78 0.43 1.85 0.211
C -0.20 1.27 1.49 -0.556
O -0.10 2.45 1.78 0.099
N -1.51 0.95 1.07 0.154
C -2.17 0.19 0.01 -0.210
C -2.05 -1.25 -0.30 -0.043
C -1.60 -0.26 -1.31 -0.104
N -0.02 -0.06 -1.24 -0.073
C 0.13 1.37 -1.75 0.059
C 1.10 -0.65 -0.31 -0.005
H 2.75 -1.07 2.84 0.099
H 3.64 -0.33 1.60 0.147
H 2.72 -2.07 1.36 0.086
H -1.97 1.80 1.25 0.123
H -3.21 0.40 -0.13 0.152
H -1.46 -1.85 0.43 0.141
H -3.00 -1.74 -0.34 0.113
H -1.90 -0.07 -2.29 0.133
H 0.12 -0.81 -1.96 0.172
H 1.05 1.39 -2.26 0.094
H -0.66 1.71 -2.39 0.112
H 0.35 1.89 -0.87 0.076
H 1.95 -0.46 -0.93 0.121
H 1.03 -1.82 -0.55 0.183